The following is a DFT calculation (the ωB97M-V functional and the def2-TZVPD basis) of a molecular structure, C21H24BClO4 at a distorted geometry.

The geometry in XYZ format:
```
51
Properties=species:S:1:pos:R:3:forces:R:3
C 6.54786 -0.36124 0.78199 0.940 -0.437 -0.076
C 5.56334 0.66639 1.09542 -2.628 1.161 0.403
C 5.64609 2.04614 1.13554 -1.472 0.158 -0.016
C 4.26920 2.48437 1.34884 2.408 2.424 -0.019
C 3.37708 1.50318 1.71672 2.594 -1.937 -0.390
B 2.26303 0.23765 -0.46259 0.694 1.564 1.179
O 2.22805 -0.61703 0.58982 -0.634 -1.231 1.188
C 0.97150 -1.34025 0.38195 2.067 1.480 0.599
C 0.13196 -0.31111 -0.59419 1.131 -0.683 -0.891
C -1.10517 0.06503 0.30423 -0.556 -1.278 -1.194
C 0.97410 -0.85283 -1.92143 0.203 -0.530 -0.853
O 2.49304 -0.18013 -1.73265 -2.792 -1.560 -1.133
C 0.50587 1.22356 -1.05785 2.003 0.580 1.266
O 1.70180 1.52305 -0.25692 -0.035 0.012 -0.896
O 4.26941 0.33123 1.33784 0.359 -0.908 0.398
H 7.53373 0.10008 0.68854 -0.067 0.046 0.127
H 6.62105 -1.13097 1.55506 -0.182 0.021 -0.047
H 6.37571 -0.85772 -0.17852 -0.379 0.021 0.141
H 6.56977 2.60885 0.97942 -0.613 0.030 0.147
H 4.04170 3.54060 1.41245 -0.170 -0.001 -0.118
H 1.41244 -2.30483 -0.05137 -1.801 1.008 0.113
H 0.48316 -1.56327 1.36711 0.323 0.501 -0.921
H -1.86254 0.54635 -0.34265 0.343 0.486 0.544
H -1.66230 -0.85087 0.59437 0.690 0.472 0.484
H 0.41064 1.41739 1.56923 -0.290 -0.546 0.835
H 1.26603 -1.93996 -1.98523 -0.832 1.312 -0.027
H 0.60194 -0.38725 -2.84968 0.453 -0.700 0.336
H 0.83630 1.28737 -2.12613 -0.724 -0.004 0.915
H -0.25507 1.99825 -0.87297 0.120 -0.661 0.301
Cl -4.55319 -4.17436 -4.53796 -0.049 0.229 0.304
C -4.45315 -2.91357 -3.33396 -0.166 1.419 0.440
C -4.26119 -3.24802 -1.98160 0.691 0.801 0.060
C -4.00686 -2.21341 -1.01037 -0.778 -1.088 -1.167
C -4.06038 -0.96005 -1.53224 -0.274 0.668 0.375
C -0.61932 1.07366 1.75745 -3.627 -0.548 -2.756
C -1.76357 2.23897 1.62644 -0.550 0.106 0.272
C -2.98328 1.76466 2.56674 -1.622 0.415 -1.966
C -2.59380 0.37604 2.86877 1.978 -0.250 1.344
C -1.25422 0.13708 2.78668 0.027 1.442 0.664
C -4.43893 -0.49646 -2.75237 -0.524 -1.572 -1.488
C -4.60792 -1.56326 -3.74402 0.601 0.251 1.375
H -4.19746 -4.30071 -1.72944 -0.085 0.082 0.218
H -3.93074 -2.42518 0.06150 0.295 -0.050 -0.491
H -1.40549 3.29382 1.81896 -0.230 -1.305 -0.173
H -2.25500 2.16851 0.60452 1.093 0.630 1.182
H -3.45375 2.38457 3.47416 1.627 -1.256 -1.869
H -3.84547 1.59200 1.84722 0.401 0.978 0.798
H -3.34692 -0.35127 3.09403 -0.103 -0.304 1.026
H -0.66241 -0.46830 3.48009 -0.329 -0.778 -1.007
H -4.72567 0.54516 -2.99404 0.564 -0.711 0.114
H -4.79101 -1.34187 -4.79688 -0.093 0.044 0.348
```
Forces are in eV/Å.

The calculation puts the HOMO-LUMO gap at 1.69 eV. The charge is 0. The value obtained for the energy is -1600.00664 hartree.


The following is a DFT calculation (the ωB97M-V functional and the def2-TZVPD basis) of a molecular structure, C11H15NO at a distorted geometry.

The geometry in XYZ format:
```
28
Properties=species:S:1:pos:R:3:forces:R:3
C -3.24329 -0.70860 -1.17158 -7.321 -0.417 -1.281
C -1.65298 0.51644 -0.52017 -1.310 2.564 2.266
C -1.04761 0.98268 0.80514 -0.956 1.442 0.532
C 0.21807 1.69639 0.55648 4.421 1.259 0.860
C 1.24921 0.57152 0.24939 0.734 6.138 -1.301
C 2.40084 1.41408 -0.31502 1.124 -10.492 0.643
C 3.46219 0.39264 -0.56696 2.355 5.947 1.252
C 3.33312 -0.98328 -0.29074 0.039 -1.329 -0.763
C 2.15403 -1.61407 0.02661 -2.985 0.370 -0.651
C 0.97893 -0.76878 0.33087 4.936 0.034 0.391
C -0.09203 -1.22883 1.16547 -4.549 0.817 -3.249
H -4.53692 -0.55293 -0.76177 3.001 -2.018 -2.405
H -2.81076 -1.87847 -1.34339 -1.080 3.481 0.764
H -3.31687 -0.03934 -2.33855 0.795 -1.965 3.683
H -1.18818 -0.22636 -1.14346 0.760 -0.322 0.242
H -1.98127 1.35610 -1.13988 0.737 0.178 -0.202
H -1.73010 1.74786 1.24620 -0.168 -0.975 -0.281
H 0.38507 2.36438 -0.31733 -1.800 -0.764 0.145
H 0.90464 2.73166 1.29608 -2.608 -3.484 -0.866
H 2.34544 2.46222 -0.35921 0.443 0.907 -0.201
H 4.66282 0.94534 -0.66833 -3.672 -2.217 -0.153
H 4.14249 -1.71451 -0.41401 0.164 0.910 -0.260
H 1.91632 -2.72505 -0.13533 1.062 1.587 0.795
H -0.02810 -1.94343 1.82826 2.719 -2.742 4.900
H -0.68599 -2.07761 0.66743 -0.352 1.347 -1.504
H -1.91922 -0.55498 1.61976 -0.650 -0.286 0.407
N -0.99355 -0.19653 1.71252 1.561 1.268 -0.613
O -2.92629 0.03147 -0.01849 2.600 -1.237 -3.151
```
Forces are in eV/Å.

The calculation puts the HOMO-LUMO gap at 8.93 eV. The charge is 0. The value obtained for the energy is -557.78842 hartree.


The following is a DFT calculation (the ωB97M-V functional and the def2-TZVPD basis) of a molecular structure, C30H42GeMgO3Sb.

The geometry in XYZ format:
```
78
Properties=species:S:1:pos:R:3:forces:R:3
Mg -0.28606 0.76042 -0.01230 -0.049 -0.005 0.071
C -0.51356 0.53924 3.63142 -0.005 -0.019 0.000
C -0.86993 1.93305 3.14452 0.017 0.022 -0.015
C 0.00704 2.99588 3.77858 0.004 -0.002 0.017
C -2.34662 2.23631 3.31180 0.000 0.010 0.005
O -0.57211 1.91541 1.70017 -0.046 0.067 -0.048
Ge -0.46014 3.28843 0.51309 0.003 -0.224 -0.039
O -1.53776 2.33267 -0.62294 0.157 0.134 -0.098
C -2.76868 2.73752 -1.32783 -0.039 -0.083 0.073
C -3.43665 1.42814 -1.71620 0.000 0.008 -0.001
C -3.62047 3.53651 -0.35904 -0.004 0.000 0.013
C -2.37544 3.55448 -2.54242 -0.013 0.021 -0.001
O 0.99453 2.41225 -0.15252 -0.007 0.096 0.078
C 1.87013 2.84178 -1.26501 -0.049 -0.027 0.011
C 1.62805 1.84882 -2.39104 0.021 -0.018 -0.012
C 3.29154 2.77224 -0.74262 -0.001 -0.006 -0.018
C 1.48412 4.25497 -1.66141 -0.001 0.013 -0.026
H -0.71229 0.45908 4.69981 0.003 0.003 0.000
H 0.54341 0.32498 3.46542 0.001 0.002 0.002
H -1.11652 -0.21823 3.12543 -0.002 -0.001 0.000
H -0.15410 3.02911 4.85564 0.001 -0.008 -0.001
H -0.24277 3.98924 3.38902 -0.001 0.003 -0.009
H 1.06235 2.79258 3.59558 0.005 -0.001 0.000
H -2.61479 2.22949 4.36806 0.002 -0.003 -0.002
H -2.95896 1.49270 2.79991 0.004 -0.002 0.002
H -2.58865 3.22815 2.91941 0.002 -0.002 -0.005
H -3.66387 0.83145 -0.83062 -0.007 -0.001 -0.006
H -2.79754 0.85379 -2.39095 0.001 0.009 0.002
H -4.37328 1.62605 -2.23646 0.005 0.004 -0.002
H -3.86134 2.94965 0.52800 -0.002 -0.001 0.005
H -4.55402 3.83980 -0.83192 0.000 -0.010 -0.004
H -3.10607 4.45623 -0.05700 0.009 -0.006 0.004
H -1.70722 2.99264 -3.19578 0.003 -0.004 0.000
H -1.88866 4.48690 -2.24708 0.006 0.002 0.005
H -3.26415 3.82079 -3.11454 0.003 -0.006 -0.001
H 1.88341 0.83313 -2.06944 0.002 0.000 0.000
H 2.26315 2.07779 -3.24680 -0.009 0.003 -0.002
H 0.58849 1.88550 -2.72934 0.002 0.006 -0.001
H 3.53553 1.75691 -0.42950 -0.001 -0.004 0.004
H 3.42763 3.44633 0.10288 -0.003 0.002 0.001
H 3.98987 3.06177 -1.52817 -0.002 0.001 0.003
H 0.45235 4.29453 -2.02297 -0.009 0.003 0.004
H 2.11881 4.61431 -2.47107 0.006 -0.004 0.007
H 1.61658 4.94200 -0.82023 -0.004 -0.001 0.000
C 0.54686 -4.11513 4.19050 -0.002 0.002 0.003
C 1.72370 -3.79194 3.53094 -0.009 -0.003 0.010
C 1.67876 -3.16772 2.29095 0.029 0.009 -0.032
C 0.44739 -2.87033 1.71846 -0.001 -0.002 0.008
C -0.73570 -3.19487 2.37874 -0.030 0.024 -0.034
C -0.68279 -3.82024 3.61465 0.007 -0.010 0.019
Sb 0.32754 -1.92579 -0.15733 -0.003 0.004 -0.008
C 2.26038 -2.05962 -0.97520 0.012 -0.023 -0.021
C 3.29162 -1.31144 -0.40966 -0.021 0.027 0.034
C 4.56971 -1.37985 -0.94372 0.004 0.001 -0.005
C 4.81388 -2.18651 -2.04786 0.002 -0.007 -0.004
C 3.78611 -2.92629 -2.61530 0.017 0.007 0.007
C 2.50541 -2.86645 -2.08134 -0.025 0.003 0.003
C -0.87712 -3.20701 -1.29371 0.000 -0.036 -0.003
C -1.72670 -2.71209 -2.27892 0.040 0.045 0.001
C -2.49273 -3.58917 -3.03200 -0.004 -0.006 -0.011
C -2.40832 -4.95483 -2.79944 0.001 -0.009 -0.001
C -1.56146 -5.44913 -1.81637 -0.006 0.012 -0.010
C -0.79367 -4.57753 -1.05775 -0.011 0.005 0.015
H 0.58625 -4.60777 5.15270 0.000 0.001 0.000
H 2.67941 -4.03434 3.97585 0.002 0.000 -0.003
H 2.60251 -2.93766 1.77340 -0.001 -0.006 0.003
H -1.70072 -2.98817 1.92692 0.003 0.000 0.005
H -1.59927 -4.08632 4.12422 -0.001 -0.001 -0.002
H 3.11102 -0.68677 0.46128 0.011 0.006 -0.006
H 5.37556 -0.81186 -0.49750 -0.002 -0.001 0.003
H 5.81095 -2.24189 -2.46359 -0.001 0.000 -0.002
H 3.98163 -3.55623 -3.47258 -0.004 -0.002 -0.001
H 1.70942 -3.45093 -2.52708 -0.007 -0.006 -0.001
H -1.79311 -1.64612 -2.47206 -0.007 -0.007 0.007
H -3.15392 -3.20952 -3.79931 0.002 0.003 0.000
H -3.00636 -5.63791 -3.38741 -0.001 -0.001 0.002
H -1.49942 -6.51423 -1.63888 0.002 0.000 0.005
H -0.14213 -4.96911 -0.28513 0.003 -0.001 0.000
```
Forces are in eV/Å.

As for the expectation value of S²: 0.7539. The calculation puts the HOMO-LUMO gap (alpha / beta) at 8.94 / 4.61 eV. The charge is +2. As for the spin multiplicity: 2. The value obtained for the energy is -3910.87592 hartree.